1.
A molecular structure, C27H46BiN8S, computed with wB97M-V/def2-TZVPD.

Properties
* maximum force: 0.27 eV Å⁻¹
* E_HOMO: -16.88 eV
* E_LUMO: -9.088 eV
* frontier orbital gap: 7.79 eV

Geometry as ORCA input:
```
! RIJCOSX wB97M-V def2-TZVPD def2/J DEFGRID3
* xyz 3 1
Bi -0.986 -0.012 0.362
S -3.024 1.700 -0.450
N 1.682 1.945 -0.415
N -0.728 2.287 1.208
N -0.602 0.531 -2.008
N -1.291 0.240 -4.351
N -1.004 3.276 0.296
N 1.376 0.622 0.041
N -2.475 4.169 -1.211
N -0.788 0.305 2.913
C -0.191 -2.972 1.537
C -0.466 -0.493 -5.330
C -1.598 -2.682 -2.536
C -0.787 -0.524 5.151
C -2.114 3.142 -0.461
C -2.018 -2.937 -0.077
C -0.237 0.657 5.601
C 3.651 1.100 -1.711
C 1.266 -2.391 -1.958
C -0.929 0.382 -3.121
C 0.270 -2.505 -0.821
C 0.403 -3.300 2.889
C -2.587 0.783 -4.811
C 0.708 -2.584 0.518
C -1.100 -2.675 -1.110
C -0.284 2.593 2.371
C 0.009 1.682 4.690
C 3.918 2.043 0.606
C 3.139 2.131 -0.702
C 0.098 3.982 2.770
C -0.297 1.482 3.361
C 3.239 3.535 -1.285
C -2.567 -3.542 2.297
C -1.036 -0.662 3.789
C 2.168 -2.401 0.882
C -3.478 -3.109 -0.431
C -1.561 -3.117 1.249
H 1.716 -0.090 -0.610
H -3.219 -0.033 -5.156
H -3.005 -4.505 2.028
H 4.279 3.774 -1.508
H -0.477 4.137 0.312
H 0.797 3.984 3.600
H 3.687 0.088 -1.294
H 2.868 4.278 -0.576
H 0.491 -0.760 -4.889
H -1.859 -3.703 -2.827
H 1.067 -3.166 -2.698
H -2.411 1.476 -5.631
H 2.290 -2.546 -1.632
H 2.662 -3.370 0.999
H -1.452 -1.580 3.393
H 1.194 -4.042 2.770
H 4.670 1.345 -2.012
H 3.517 2.739 1.347
H -2.500 -2.080 -2.658
H 0.864 -2.429 3.362
H 1.213 -1.430 -2.479
H -3.392 -2.831 2.378
H -2.024 5.071 -1.158
H 3.034 1.094 -2.615
H 1.890 0.488 0.910
H -3.926 -2.162 -0.749
H 3.925 1.031 1.025
H -3.319 4.112 -1.759
H -1.020 -1.332 5.830
H -2.137 -3.664 3.285
H 0.570 4.529 1.955
H -0.313 -3.717 3.586
H 0.408 2.622 5.044
H -0.795 4.532 3.084
H 2.281 -1.882 1.835
H -0.293 0.148 -6.192
H -3.080 1.298 -3.991
H -3.601 -3.806 -1.261
H -0.988 -1.394 -5.649
H -4.072 -3.487 0.393
H 2.735 -1.857 0.130
H -0.013 0.799 6.651
H -0.848 -2.333 -3.240
H 2.675 3.619 -2.218
H 1.169 2.051 -1.287
H 4.961 2.306 0.431
*
```

=====

2.
2 unconnected molecules or ions with the total composition CH6BN in a non-equilibrium geometry, computed with wB97M-V/def2-TZVPD.

Properties
* maximum force: 3.49 eV Å⁻¹
* E_HOMO: -8.60 eV
* E_LUMO: 0.687 eV
* frontier orbital gap: 9.28 eV

Geometry as ORCA input:
```
! RIJCOSX wB97M-V def2-TZVPD def2/J DEFGRID3
* xyz 0 1
N 1.485 0.304 0.010
C -1.191 0.190 -0.072
B 0.279 -0.384 -0.072
H -1.248 0.355 1.027
H -1.474 1.232 -0.489
H 1.445 1.209 0.411
H 2.376 0.016 -0.126
H 0.323 -2.483 -0.215
H -1.995 -0.440 -0.474
*
```

=====

3.
2 unconnected molecules or ions with the total composition C30H36BF3O4 in a non-equilibrium geometry, computed with wB97M-V/def2-TZVPD.

Properties
* maximum force: 3.51 eV Å⁻¹
* E_HOMO: -6.29 eV
* E_LUMO: -2.876 eV
* frontier orbital gap: 3.42 eV

Geometry as ORCA input:
```
! RIJCOSX wB97M-V def2-TZVPD def2/J DEFGRID3
* xyz 0 1
F 1.537 0.412 -5.641
F -0.064 -0.902 -4.946
F 2.016 -1.324 -4.400
O -0.108 4.018 0.125
O 0.963 2.376 1.490
O -0.606 -3.862 -4.551
O -1.416 -5.124 4.937
C 0.043 2.464 -2.231
C 0.261 -3.351 -2.326
C -0.714 -3.250 -3.350
C -2.205 -3.185 3.840
C -0.731 -4.706 2.618
C 0.600 -4.603 -4.885
C 1.118 -0.305 -4.569
C -2.558 2.608 0.442
C 0.404 1.908 -1.005
C -1.882 -2.474 -3.108
C -0.430 -6.176 5.079
C -1.452 -4.391 3.796
C -1.425 1.721 0.838
C -0.644 -3.778 1.595
C -2.127 -2.278 2.811
C 0.072 -2.669 -1.138
C 0.890 6.055 0.903
C -1.159 -2.036 -0.826
C 2.844 3.591 2.311
C -2.107 -1.908 -1.877
C 0.548 4.142 3.082
C 1.353 0.003 -2.111
C 1.386 3.660 1.897
C -1.484 -1.644 0.520
C 0.935 0.523 -3.326
C 1.095 4.579 0.611
C -1.367 -2.541 1.621
C 0.323 1.770 -3.415
C 2.207 4.449 -0.432
C 1.093 0.710 -0.939
B 0.030 2.616 0.428
H 3.231 4.596 2.513
H 0.074 6.214 1.612
H -2.808 -2.989 4.723
H -0.508 4.269 2.798
H 0.600 3.411 3.898
H 2.936 3.002 3.230
H 3.455 3.119 1.536
H 1.813 6.488 1.316
H 3.096 5.008 -0.110
H -2.676 -1.336 2.878
H -3.052 -1.392 -1.665
H 1.485 -3.948 -4.878
H -0.458 3.434 -2.297
H -2.523 2.773 -0.642
H -0.587 -6.560 6.088
H 1.152 -3.968 -2.476
H -0.019 -4.027 0.745
H 0.749 -5.451 -4.197
H 2.493 3.406 -0.615
H -3.530 2.174 0.703
H -0.594 -6.978 4.347
H 0.059 2.189 -4.389
H -1.403 1.448 1.897
H 0.871 -2.653 -0.395
H 1.406 0.298 0.019
H 0.650 6.579 -0.029
H -2.190 -0.827 0.662
H -1.359 0.820 0.228
H 1.866 4.871 -1.385
H -2.611 -2.395 -3.914
H -0.214 -5.670 2.537
H 0.601 -5.793 4.992
H 0.421 -4.963 -5.901
H 0.940 5.100 3.452
H -2.479 3.600 0.915
H 1.874 -0.948 -2.066
*
```

=====

4.
C20H23N3O7S in the gas phase, computed with wB97M-V/def2-TZVPD.

Properties
* SMILES string: COC(=O)[C@@H](Cc1ccc(O)cc1)NC(=O)CCC(=O)Nc1ccc(S(N)(=O)=O)cc1
* maximum force: 0.92 eV Å⁻¹
* E_HOMO: -8.39 eV
* E_LUMO: 0.317 eV
* frontier orbital gap: 8.70 eV

Geometry as ORCA input:
```
! RIJCOSX wB97M-V def2-TZVPD def2/J DEFGRID3
* xyz 0 1
S -4.298 0.886 -1.253
O -4.706 0.504 0.076
O 0.906 -3.543 -1.812
O 5.103 -1.660 0.712
O -2.995 2.110 1.538
O -4.312 2.265 -1.615
O 2.638 0.873 -0.330
O 3.268 2.089 1.437
N -5.318 0.094 -2.297
N 1.202 -1.292 -1.602
N 2.886 -1.463 1.035
C 0.436 1.801 2.621
C 0.678 0.436 2.499
C 1.636 -2.578 -1.747
C -2.666 0.211 -1.494
C 2.946 0.959 0.836
C -1.212 -1.686 -1.563
C -0.783 2.344 2.276
C -0.109 -0.830 -1.572
C -2.487 -1.158 -1.512
C 3.686 -3.218 -0.438
C 3.193 3.276 0.654
C 3.978 -2.049 0.482
C -1.579 0.160 1.684
C 3.033 -0.236 1.780
C -1.585 1.072 -1.507
C -1.815 1.526 1.814
C 2.010 -0.123 2.927
C 3.147 -2.721 -1.793
C -0.344 -0.370 2.016
C -0.307 0.554 -1.545
H 1.957 -1.724 0.745
H 1.212 2.445 3.010
H 4.051 -0.251 2.189
H -5.463 -0.882 -2.107
H 1.898 -0.561 -1.467
H -0.973 3.400 2.380
H 3.369 -3.474 -2.551
H -2.375 -0.483 1.339
H 4.627 -3.747 -0.592
H 3.629 4.067 1.259
H 1.884 -1.119 3.357
H -3.343 -1.815 -1.470
H 2.434 0.529 3.691
H -0.192 -1.437 1.925
H 0.551 1.208 -1.536
H -1.769 2.134 -1.479
H -3.653 1.479 1.186
H -1.061 -2.752 -1.587
H 2.150 3.503 0.423
H 3.749 3.152 -0.276
H 3.635 -1.786 -2.071
H 2.968 -3.903 0.014
H -5.165 0.303 -3.267
*
```

=====

5.
C2HCl2N in the gas phase in a non-equilibrium geometry, computed with wB97M-V/def2-TZVPD.

Properties
* maximum force: 10.20 eV Å⁻¹
* E_HOMO (spin up / spin down): -6.56 / -10.54 eV
* E_LUMO (spin up / spin down): -0.781 / -3.079 eV
* frontier orbital gap (spin up / spin down): 5.78 / 7.46 eV
* expectation value of S²: 2.025

Geometry as ORCA input:
```
! RIJCOSX wB97M-V def2-TZVPD def2/J DEFGRID3
* xyz 0 3
Cl 3.647 1.450 -0.193
Cl 3.868 -1.392 -0.242
N 2.915 -0.007 0.261
C 1.686 -0.136 -0.025
C 0.484 0.025 -0.643
H -0.493 -0.027 -0.555
*
```

=====

What did the first record say?
A molecular structure, C27H46BiN8S, computed with wB97M-V/def2-TZVPD.

Properties
* maximum force: 0.27 eV Å⁻¹
* E_HOMO: -16.88 eV
* E_LUMO: -9.088 eV
* frontier orbital gap: 7.79 eV

Geometry as ORCA input:
```
! RIJCOSX wB97M-V def2-TZVPD def2/J DEFGRID3
* xyz 3 1
Bi -0.986 -0.012 0.362
S -3.024 1.700 -0.450
N 1.682 1.945 -0.415
N -0.728 2.287 1.208
N -0.602 0.531 -2.008
N -1.291 0.240 -4.351
N -1.004 3.276 0.296
N 1.376 0.622 0.041
N -2.475 4.169 -1.211
N -0.788 0.305 2.913
C -0.191 -2.972 1.537
C -0.466 -0.493 -5.330
C -1.598 -2.682 -2.536
C -0.787 -0.524 5.151
C -2.114 3.142 -0.461
C -2.018 -2.937 -0.077
C -0.237 0.657 5.601
C 3.651 1.100 -1.711
C 1.266 -2.391 -1.958
C -0.929 0.382 -3.121
C 0.270 -2.505 -0.821
C 0.403 -3.300 2.889
C -2.587 0.783 -4.811
C 0.708 -2.584 0.518
C -1.100 -2.675 -1.110
C -0.284 2.593 2.371
C 0.009 1.682 4.690
C 3.918 2.043 0.606
C 3.139 2.131 -0.702
C 0.098 3.982 2.770
C -0.297 1.482 3.361
C 3.239 3.535 -1.285
C -2.567 -3.542 2.297
C -1.036 -0.662 3.789
C 2.168 -2.401 0.882
C -3.478 -3.109 -0.431
C -1.561 -3.117 1.249
H 1.716 -0.090 -0.610
H -3.219 -0.033 -5.156
H -3.005 -4.505 2.028
H 4.279 3.774 -1.508
H -0.477 4.137 0.312
H 0.797 3.984 3.600
H 3.687 0.088 -1.294
H 2.868 4.278 -0.576
H 0.491 -0.760 -4.889
H -1.859 -3.703 -2.827
H 1.067 -3.166 -2.698
H -2.411 1.476 -5.631
H 2.290 -2.546 -1.632
H 2.662 -3.370 0.999
H -1.452 -1.580 3.393
H 1.194 -4.042 2.770
H 4.670 1.345 -2.012
H 3.517 2.739 1.347
H -2.500 -2.080 -2.658
H 0.864 -2.429 3.362
H 1.213 -1.430 -2.479
H -3.392 -2.831 2.378
H -2.024 5.071 -1.158
H 3.034 1.094 -2.615
H 1.890 0.488 0.910
H -3.926 -2.162 -0.749
H 3.925 1.031 1.025
H -3.319 4.112 -1.759
H -1.020 -1.332 5.830
H -2.137 -3.664 3.285
H 0.570 4.529 1.955
H -0.313 -3.717 3.586
H 0.408 2.622 5.044
H -0.795 4.532 3.084
H 2.281 -1.882 1.835
H -0.293 0.148 -6.192
H -3.080 1.298 -3.991
H -3.601 -3.806 -1.261
H -0.988 -1.394 -5.649
H -4.072 -3.487 0.393
H 2.735 -1.857 0.130
H -0.013 0.799 6.651
H -0.848 -2.333 -3.240
H 2.675 3.619 -2.218
H 1.169 2.051 -1.287
H 4.961 2.306 0.431
*
```

=====

Question: Among the records above, which one has the lowest maximum force?
Answer: C27H46BiN8S